[1]
DFT (ωB97M-V/def2-TZVPD) results for a molecular structure, C16H15BrPbTe.

XYZ file:
```
34
Properties=species:S:1:pos:R:3:lowdin_charge:R:1
C -1.282 -0.784 -3.207 -0.26
C -1.336 -1.812 -2.184 -0.29
C -2.076 -1.263 -1.039 -0.35
H -0.811 -2.796 -2.203 0.08
C -2.479 0.089 -1.377 -0.35
C -1.973 0.392 -2.715 -0.26
H -2.047 1.392 -3.215 0.09
H -0.742 -0.871 -4.186 0.09
H -2.190 -1.741 -0.052 0.07
H -2.992 0.804 -0.700 0.04
Pb -0.081 0.003 -1.055 0.62
Br 0.790 -1.942 0.321 0.04
C 1.980 1.185 -0.958 -0.36
C 1.143 1.979 -1.854 -0.34
C 0.972 1.214 -3.091 -0.26
H 0.613 2.927 -1.585 0.06
C 1.684 -0.034 -2.952 -0.26
C 2.336 -0.042 -1.654 -0.32
H 2.912 -0.887 -1.217 0.06
H 2.197 1.420 0.101 0.07
H 0.320 1.529 -3.950 0.09
H 1.700 -0.882 -3.688 0.09
Te -0.795 1.919 0.870 0.78
C -0.229 0.723 2.466 -0.71
C -0.996 -0.416 2.854 -0.21
C -0.617 -1.159 3.966 -0.14
C 0.502 -0.801 4.720 -0.15
C 1.259 0.314 4.355 -0.14
C 0.916 1.079 3.243 -0.18
H -1.867 -0.678 2.251 0.08
H -1.214 -2.032 4.247 0.09
H 0.783 -1.391 5.598 0.08
H 2.133 0.604 4.948 0.08
H 1.488 1.957 2.943 0.07
```

HOMO level: 1.0 eV
Lowest unoccupied orbital energy: 4.78 eV
Net charge: -2
Kohn-Sham gap: 3.77 eV



[2]
DFT (ωB97M-V/def2-TZVPD) results for a molecular structure, C23H32BBeF4N3O3.

XYZ file:
```
67
Properties=species:S:1:pos:R:3:lowdin_charge:R:1
Be 0.226 -0.461 0.122 0.82
B 0.269 -2.505 2.313 -1.27
F 0.980 -2.499 1.068 0.07
F 1.223 -2.334 3.308 0.13
F -0.576 -1.385 2.177 0.12
F -0.464 -3.659 2.507 0.15
C -1.655 3.134 -1.462 -0.11
C -0.970 1.994 -2.217 -0.46
O -0.223 1.096 -1.485 -0.34
H -2.048 2.853 -0.480 0.06
H -2.547 3.449 -2.017 0.07
H -1.065 4.045 -1.340 0.04
H -0.387 2.492 -3.009 0.10
H -1.779 1.404 -2.685 0.08
N 2.454 0.283 0.732 0.07
C 3.183 1.204 0.089 -0.15
C 4.244 1.886 0.639 -0.06
C 4.782 1.393 1.835 -0.06
C 4.155 0.322 2.452 -0.04
C 2.981 -0.144 1.889 -0.10
H 2.684 1.627 -0.779 0.11
H 4.810 2.667 0.151 0.11
H 5.681 1.859 2.216 0.11
H 4.577 -0.030 3.382 0.11
H 2.446 -0.980 2.325 0.09
N 1.834 -1.614 -1.512 0.06
C 1.743 -1.265 -2.804 -0.13
C 2.404 -1.944 -3.810 -0.06
C 3.157 -3.060 -3.471 -0.08
C 3.271 -3.425 -2.143 -0.05
C 2.608 -2.637 -1.201 -0.14
H 1.115 -0.419 -3.060 0.09
H 2.193 -1.666 -4.834 0.10
H 3.681 -3.638 -4.223 0.10
H 3.907 -4.245 -1.846 0.10
H 2.715 -2.921 -0.162 0.10
N -1.189 -2.258 -1.000 0.07
C -1.817 -3.276 -0.397 -0.09
C -3.003 -3.785 -0.908 -0.05
C -3.594 -3.184 -2.004 -0.07
C -2.878 -2.208 -2.683 -0.06
C -1.699 -1.757 -2.128 -0.14
H -1.234 -3.670 0.424 0.10
H -3.523 -4.574 -0.382 0.10
H -4.513 -3.603 -2.393 0.11
H -3.261 -1.755 -3.587 0.10
H -1.124 -0.994 -2.640 0.09
C -4.530 0.150 0.698 -0.01
C -3.157 0.378 1.242 -0.47
O -2.183 -0.068 0.686 0.04
C -3.041 1.172 2.515 -0.01
H -4.619 -0.003 -0.377 0.08
H -5.208 0.991 0.865 0.08
H -4.957 -0.722 1.202 0.10
H -2.925 2.228 2.268 0.09
H -2.134 0.816 3.004 0.08
H -3.874 1.013 3.199 0.09
C -0.281 3.394 3.129 -0.01
C 0.162 2.823 1.815 -0.47
O 0.072 1.634 1.591 0.03
C 0.892 3.729 0.890 0.00
H 0.527 3.294 3.861 0.10
H -1.105 2.848 3.577 0.07
H -0.448 4.468 3.044 0.09
H 0.151 4.157 0.203 0.07
H 1.582 3.322 0.159 0.07
H 1.307 4.561 1.461 0.09
```

HOMO level: -7.4 eV
Lowest unoccupied orbital energy: 0.57 eV
Net charge: 0
Kohn-Sham gap: 8.02 eV



[3]
DFT (ωB97M-V/def2-TZVPD) results for a single C5H6Cl2N4O2 molecule.

XYZ file:
```
19
Properties=species:S:1:pos:R:3:lowdin_charge:R:1
C 0.704 -1.599 1.176 -0.13
C -0.593 -1.177 1.389 -0.04
C 1.582 -0.959 0.430 -0.69
C -1.175 -0.201 0.617 -0.32
C -0.313 0.406 -0.421 -0.61
N 1.111 0.225 -0.216 -0.02
N -2.456 0.149 0.659 0.16
N -0.495 1.756 -0.598 0.13
N 1.995 0.768 -1.155 -0.43
O 1.554 0.919 -2.262 0.01
O 3.126 1.002 -0.770 0.02
Cl 3.045 -1.465 -0.136 0.86
Cl -0.579 -0.698 -2.074 0.49
H 0.963 -2.522 1.683 0.12
H -1.171 -1.734 2.103 0.12
H -3.001 0.091 1.463 0.10
H -2.879 0.854 0.162 0.07
H -1.424 2.027 -0.658 0.06
H 0.006 2.157 -1.391 0.10
```

HOMO level: -7.8 eV
Lowest unoccupied orbital energy: -0.27 eV
Net charge: 0
SMILES: NC1=CC=C(Cl)N([N+](=O)[O-])[C@@]1(N)Cl
Kohn-Sham gap: 7.52 eV



[4]
DFT (ωB97M-V/def2-TZVPD) results for a molecular structure, C8H4F6MnN2O6S2.

XYZ file:
```
29
Properties=species:S:1:pos:R:3:mulliken_spin:R:1
Mn -0.333 1.299 1.152 3.97
O 3.417 0.664 1.940 0.01
C 2.233 0.674 1.940 0.00
O 1.461 1.394 1.103 0.00
C 1.373 -0.109 2.895 0.00
C 1.851 -0.932 3.881 -0.01
C 0.930 -1.592 4.686 0.01
C -0.428 -1.401 4.472 -0.01
C -0.840 -0.558 3.460 0.03
N 0.056 0.073 2.688 -0.04
H 2.920 -1.042 4.001 0.00
H 1.270 -2.250 5.475 0.00
H -1.171 -1.897 5.080 0.00
H -1.885 -0.374 3.254 -0.01
F -4.984 0.699 -1.162 0.00
C -3.871 0.382 -0.552 0.00
F -2.878 0.248 -1.424 0.00
F -4.010 -0.732 0.145 0.00
S -3.406 1.741 0.622 0.01
O -2.214 1.131 1.320 0.01
O -4.497 2.017 1.471 0.00
N -2.974 2.950 -0.261 0.01
S -1.551 3.196 -0.864 -0.02
O -0.623 2.058 -0.584 0.02
O -1.541 3.697 -2.178 0.00
C -0.856 4.426 0.330 0.00
F -1.666 5.417 0.561 0.00
F -0.706 3.698 1.499 0.01
F 0.324 4.832 -0.053 0.00
```

HOMO level (alpha / beta): -14.7 / -14.7 eV
Multiplicity: 5
⟨S²⟩: 6.05
Lowest unoccupied orbital energy (alpha / beta): -6.10 / -5.50 eV
Net charge: +1
Kohn-Sham gap (alpha / beta): 8.62 / 9.24 eV



[5]
DFT (ωB97M-V/def2-TZVPD) results for a single C4H5N3 molecule.

XYZ file:
```
12
Properties=species:S:1:pos:R:3:lowdin_charge:R:1
N 1.249 0.683 1.702 0.05
C 0.455 0.954 0.693 -0.07
C -0.325 -0.279 0.269 -0.40
N -1.648 0.109 -0.185 0.08
C -1.577 0.054 -1.462 -0.20
N -0.354 -0.391 -2.037 0.10
C 0.387 -0.621 -1.018 -0.13
H 1.273 -0.191 2.234 0.11
H 1.888 1.398 2.025 0.09
H -0.380 -1.117 0.990 0.14
H -2.394 0.336 -2.119 0.11
H 1.426 -0.935 -1.093 0.12
```

HOMO level: -8.9 eV
Lowest unoccupied orbital energy: 0.45 eV
Net charge: 0
Kohn-Sham gap: 9.32 eV



[6]
DFT (ωB97M-V/def2-TZVPD) results for a single C6H6N4O2 molecule.

XYZ file:
```
18
Properties=species:S:1:pos:R:3:mulliken_spin:R:1
C -0.392 3.048 0.016 0.05
C -1.465 2.119 0.299 0.31
C 0.372 1.085 -0.294 0.02
C 0.946 -0.267 -0.305 0.33
C -0.106 -1.154 -0.062 0.62
C -0.277 -2.629 -0.012 0.00
N 0.719 2.364 -0.247 0.12
N -0.937 0.910 0.007 0.03
N -1.311 -0.373 0.026 0.05
N 2.348 -0.517 -0.158 0.08
O 3.096 0.457 -0.206 0.19
O 2.748 -1.657 0.070 0.14
H -0.277 4.219 0.039 0.00
H -2.499 2.122 0.311 0.01
H -1.251 -2.955 0.433 0.01
H 0.584 -3.181 0.487 0.02
H -0.229 -2.883 -1.000 0.03
H -2.070 -0.707 0.596 0.00
```

HOMO level (alpha / beta): -5.7 / -9.5 eV
Multiplicity: 3
⟨S²⟩: 2.03
Lowest unoccupied orbital energy (alpha / beta): 0.25 / -3.18 eV
Net charge: 0
Kohn-Sham gap (alpha / beta): 5.94 / 6.27 eV



[7]
DFT (ωB97M-V/def2-TZVPD) results for a molecular structure, C4H3GdO.

XYZ file:
```
9
Properties=species:S:1:pos:R:3:mulliken_spin:R:1
C 0.930 -1.483 0.686 -0.78
C 0.106 -1.221 -0.278 0.23
H 1.676 -0.727 0.980 -0.05
H -0.766 -1.742 -0.684 0.00
C 0.058 0.528 -1.330 -0.27
C -0.188 1.428 -0.466 -0.19
O -0.555 1.758 0.664 -0.12
Gd -1.168 0.945 2.832 8.19
H -0.093 0.514 -2.404 0.00
```

HOMO level (alpha / beta): -17.8 / -18.1 eV
Multiplicity: 8
⟨S²⟩: 16.81
Lowest unoccupied orbital energy (alpha / beta): -10.68 / -10.33 eV
Net charge: +2
Kohn-Sham gap (alpha / beta): 7.16 / 7.75 eV



[8]
DFT (ωB97M-V/def2-TZVPD) results for a gas-phase ion, C3H2NO4S3 (charge -1).

XYZ file:
```
13
Properties=species:S:1:pos:R:3:lowdin_charge:R:1
C 1.047 1.685 -0.127 -0.41
C 0.959 0.337 0.151 -0.63
C -1.439 1.495 -0.018 -1.05
N -0.221 -0.070 0.512 -0.07
O -1.871 -2.125 0.436 -0.35
O -0.568 -1.523 -1.466 -0.35
O 0.508 -2.456 0.521 -0.31
O 1.986 -0.467 0.071 0.09
S -2.973 1.170 0.164 0.67
S -0.324 2.709 -0.192 0.95
S -0.569 -1.663 -0.004 0.39
H 1.917 2.201 -0.422 0.03
H 1.548 -1.294 0.374 0.03
```

HOMO level (alpha / beta): -4.1 / -4.1 eV
Lowest unoccupied orbital energy (alpha / beta): 2.65 / 2.65 eV
Net charge: -1
Kohn-Sham gap (alpha / beta): 6.77 / 6.77 eV



Which maximum force belongs to each record? In order, 4.7 2.6 3.3 0.7 0.6 4.6 3.5 4.9 eV/Å.